[1]
Below is a structure of composition C12H6MnN3O8, with properties calculated with ωB97M-V/def2-TZVPD.

The total charge is -1. The gap between HOMO and LUMO (alpha / beta) comes out at 8.538 / 8.323 eV. For the molar mass, the calculation gives 375.131 g mol⁻¹. Its spin multiplicity is 2. The expectation value of S² is 0.76.

Last column: Löwdin charge in e.
Atoms and positions in Å:
Mn1 -0.553 0.300 -0.143  0.962
O1 3.459 -1.768 1.606  0.010
C1 2.447 -1.250 1.141  -0.631
O2 1.529 -0.622 1.726  -0.077
C2 2.233 -1.362 -0.370  -0.147
C3 3.190 -2.038 -1.112  -0.002
C4 3.039 -2.165 -2.480  -0.041
C5 1.920 -1.604 -3.065  -0.001
C6 1.007 -0.945 -2.266  -0.169
N1 1.140 -0.813 -0.931  0.101
C7 -0.221 -0.325 -2.885  -0.594
O3 -0.403 -0.409 -4.087  0.053
O4 -0.984 0.255 -2.030  -0.100
H1 4.031 -2.444 -0.571  0.114
H2 3.776 -2.690 -3.074  0.106
H3 1.714 -1.651 -4.124  0.117
O5 -3.987 2.930 3.778  0.111
C8 -2.949 2.423 4.424  -0.513
O6 -2.823 2.529 5.623  0.077
C9 -1.938 1.702 3.612  -0.052
C10 -0.790 1.111 4.115  0.009
N2 -0.130 0.566 3.093  0.035
N3 -0.774 0.758 1.939  0.015
C11 -1.872 1.444 2.234  -0.133
C12 -2.741 1.762 1.069  -0.547
O7 -3.791 2.393 1.233  0.049
O8 -2.280 1.323 -0.028  -0.062
H4 -3.946 2.766 2.783  0.062
H5 -0.428 1.061 5.127  0.136
H6 0.757 0.034 2.995  0.113

Cartesian forces (eV/Å) of the 6 atoms listed first:
Mn -0.61 0.33 -0.20
O 0.08 -0.05 -0.03
C -0.11 0.08 0.12
O 0.09 -0.04 0.07
C -0.08 0.05 0.06
C 0.04 -0.04 -0.08

---

[2]
Below is a structure of composition C27H31Br22F7NO6PS, with properties calculated with ωB97M-V/def2-TZVPD.

The gap between HOMO and LUMO comes out at 8.515 eV. For the molar mass, the calculation gives 2419.461 g mol⁻¹.

Last column: Löwdin charge in e.
Atoms and positions in Å:
C1 1.150 0.388 4.368  0.174
C2 0.681 0.095 3.311  -0.195
C3 0.109 -0.293 2.017  -0.619
Br1 -1.610 -1.074 2.702  0.997
O1 0.782 -1.486 1.633  -0.238
S1 1.894 -1.719 0.522  0.626
O2 1.569 -3.020 0.025  -0.280
O3 3.231 -1.615 0.995  -0.273
C4 1.519 -0.495 -0.781  -0.403
N1 1.357 -1.311 -2.005  0.087
C5 2.290 -1.947 -2.480  -0.313
O4 3.154 -2.552 -2.969  0.232
P1 2.974 0.622 -1.292  0.806
O5 4.288 0.276 -0.719  -0.364
C6 0.111 0.190 -0.530  -0.249
C7 -0.181 1.141 -1.665  -0.112
C8 0.547 1.422 -2.774  -0.166
C9 -0.937 -0.995 -0.706  -0.096
C10 -1.844 -1.110 -1.944  -0.371
C11 -1.517 -2.330 -2.807  -0.036
O6 -3.194 -1.391 -1.479  -0.120
C12 -0.036 0.874 0.935  -0.112
C13 1.018 2.031 1.266  -0.223
C14 0.959 3.309 0.411  -0.042
C15 2.470 1.627 1.676  -0.181
C16 3.662 2.514 1.283  -0.271
C17 4.893 1.999 2.060  -0.090
C18 -1.436 1.590 1.046  -0.351
F1 -1.573 2.580 0.126  0.097
F2 -2.496 0.805 0.669  0.050
C19 -1.908 2.287 2.379  -0.346
F3 -1.627 3.612 2.274  0.128
F4 -1.340 1.907 3.521  0.127
C20 -3.457 2.277 2.608  -0.598
F5 -3.937 1.106 2.926  0.185
F6 -3.635 3.060 3.678  0.154
F7 -4.107 2.836 1.620  0.218
H1 1.286 0.711 5.375  0.065
H2 2.518 1.911 -1.006  0.016
H3 3.023 0.636 -2.689  0.042
H4 -1.207 1.493 -1.687  0.126
H5 0.725 2.423 -3.147  0.051
H6 0.966 0.605 -3.346  -0.010
H7 -0.461 -1.970 -0.605  0.083
H8 -1.611 -1.068 0.137  0.054
H9 -1.953 -0.288 -2.653  0.136
H10 -1.413 -3.220 -2.189  0.029
H11 -2.383 -2.492 -3.450  0.083
H12 -0.643 -2.162 -3.430  0.071
H13 -3.598 -0.528 -1.332  0.073
H14 0.628 2.402 2.219  0.122
H15 0.909 3.167 -0.665  0.060
H16 1.822 3.942 0.603  0.078
H17 0.130 3.954 0.685  0.076
H18 2.552 1.663 2.758  0.094
H19 2.756 0.596 1.454  0.073
H20 3.943 2.530 0.235  0.065
H21 3.509 3.536 1.634  0.104
H22 4.876 0.913 2.146  0.071
H23 4.896 2.438 3.060  0.074
H24 5.810 2.306 1.560  0.076
C21 0.849 1.645 -7.407  -1.607
Br2 1.702 3.347 -7.678  0.607
Br3 0.141 1.496 -5.617  0.707
Br4 -0.486 1.299 -8.746  0.593
H25 1.610 0.886 -7.512  -0.029
C22 -0.214 -6.425 0.279  -1.616
Br5 -1.488 -5.010 -0.005  0.581
Br6 0.651 -6.941 -1.359  0.600
Br7 1.048 -5.962 1.646  0.579
H26 -0.767 -7.284 0.632  -0.074
C23 -6.303 -3.528 -1.718  -1.628
Br8 -4.730 -4.208 -0.859  0.571
Br9 -6.737 -1.752 -1.110  0.580
Br10 -6.149 -3.600 -3.634  0.577
H27 -7.127 -4.167 -1.439  -0.033
C24 -2.390 -7.338 4.271  -1.634
Br11 -3.588 -6.255 3.229  0.568
Br12 -1.516 -8.680 3.200  0.589
Br13 -1.128 -6.258 5.237  0.573
H28 -2.987 -7.862 5.003  -0.033
C25 -1.810 5.190 -7.502  -1.665
Br14 -0.955 6.891 -7.770  0.569
Br15 -2.532 5.030 -5.727  0.559
Br16 -3.143 4.846 -8.842  0.569
H29 -1.047 4.431 -7.607  -0.103
C26 -2.454 5.358 5.781  -1.662
Br17 -1.820 3.953 6.931  0.572
Br18 -3.832 6.396 6.625  0.584
Br19 -1.010 6.464 5.156  0.572
H30 -2.891 4.887 4.915  -0.063
C27 6.058 -3.424 2.727  -1.647
Br20 4.515 -4.403 2.152  0.597
Br21 5.764 -2.567 4.426  0.561
Br22 7.637 -4.524 2.755  0.570
H31 6.226 -2.641 2.002  -0.028

Cartesian forces (eV/Å) of the 6 atoms listed first:
C -0.61 0.12 0.51
C 0.28 0.28 -0.57
C -0.19 0.01 1.43
Br 0.02 -0.15 -0.28
O -0.02 0.61 -0.60
S 0.99 -2.05 -0.25

---

[3]
Below is a structure of composition C2H4ClN3O2, with properties calculated with ωB97M-V/def2-TZVPD.

The gap between HOMO and LUMO comes out at 9.896 eV. For the molar mass, the calculation gives 137.526 g mol⁻¹.

Last column: Löwdin charge in e.
Atoms and positions in Å:
C1 -0.110 0.445 -0.279  -0.160
C2 1.273 0.969 -0.542  -0.679
N1 0.159 -0.710 -0.791  0.041
N2 1.505 -0.397 -1.026  -0.055
N3 -1.730 -0.423 1.705  -0.146
O1 -2.321 -0.381 2.734  0.044
O2 -1.744 -1.660 1.104  0.003
Cl1 1.391 2.265 -1.746  0.609
H1 -0.990 0.833 0.180  0.083
H2 1.889 1.233 0.319  0.103
H3 -1.187 -1.612 0.299  0.048
H4 1.866 -0.563 -1.957  0.110

Cartesian forces (eV/Å) of the 6 atoms listed first:
C 0.82 0.25 -1.02
C 0.11 0.14 0.01
N -1.08 0.27 0.26
N 1.11 -0.15 0.30
N -0.60 0.08 1.21
O 0.59 -0.66 -1.39

---

[4]
Below is a structure of composition C30H33BrFeN4O2, with properties calculated with ωB97M-V/def2-TZVPD.

The gap between HOMO and LUMO (alpha / beta) comes out at 6.536 / 6.917 eV. For the molar mass, the calculation gives 617.369 g mol⁻¹. Its spin multiplicity is 5. The expectation value of S² is 6.12.

Last column: Löwdin charge in e.
Atoms and positions in Å:
Fe1 -1.113 0.470 -1.990  0.675
C1 2.295 0.118 -0.458  -0.034
C2 1.319 1.247 -0.234  -0.191
C3 1.124 2.209 -1.230  -0.199
C4 1.937 2.127 -2.503  -0.031
C5 0.243 3.280 -1.012  -0.186
C6 0.030 4.286 -2.120  -0.047
C7 -0.436 3.380 0.203  -0.192
C8 -1.350 4.547 0.492  -0.046
C9 -0.271 2.390 1.183  -0.188
C10 -1.103 2.444 2.443  -0.048
C11 0.642 1.354 0.988  -0.185
C12 0.952 0.363 2.084  -0.028
H1 3.307 0.411 -0.159  0.099
H2 2.325 -0.176 -1.504  0.069
H3 2.028 -0.766 0.121  0.069
H4 1.510 1.419 -3.218  0.082
H5 2.950 1.789 -2.288  0.082
H6 2.019 3.094 -2.991  0.071
H7 0.829 5.032 -2.156  0.095
H8 -0.908 4.825 -2.013  0.060
H9 0.010 3.790 -3.090  0.068
H10 -2.403 4.295 0.322  0.083
H11 -1.114 5.413 -0.121  0.069
H12 -1.264 4.864 1.530  0.079
H13 -0.609 3.001 3.245  0.094
H14 -1.309 1.445 2.824  0.068
H15 -2.065 2.922 2.263  0.070
H16 0.495 -0.615 1.903  0.072
H17 0.616 0.710 3.057  0.073
H18 2.027 0.198 2.158  0.084
N1 -2.776 2.897 -4.742  0.200
C13 -2.388 2.278 -3.621  -0.495
O1 -1.382 1.547 -3.638  -0.022
C14 -3.135 2.500 -2.342  -0.183
C15 -2.803 1.370 -1.365  -0.215
H19 -2.243 2.766 -5.585  0.123
H20 -3.579 3.498 -4.748  0.114
H21 -4.198 2.663 -2.554  0.113
H22 -2.750 3.454 -1.962  0.100
H23 -3.568 0.585 -1.430  0.055
H24 -2.814 1.747 -0.339  0.033
Br1 3.515 -2.641 5.998  0.723
C16 2.632 -3.542 4.584  -0.698
C17 1.574 -4.397 4.873  -0.131
C18 0.926 -5.040 3.839  -0.025
C19 1.317 -4.831 2.506  -0.298
C20 2.402 -3.979 2.240  -0.012
C21 3.052 -3.338 3.277  -0.129
N2 0.560 -5.444 1.532  0.050
N3 0.936 -5.242 0.294  0.061
C22 0.588 -4.202 -0.452  -0.251
C23 1.193 -4.099 -1.732  -0.014
C24 1.065 -2.993 -2.537  -0.003
C25 0.304 -1.883 -2.131  -0.364
O2 0.226 -0.775 -2.788  -0.110
C26 -0.398 -2.000 -0.882  -0.134
N4 -1.155 -0.913 -0.566  0.053
C27 -1.861 -0.924 0.549  -0.111
C28 -1.878 -2.024 1.404  -0.036
C29 -1.104 -3.124 1.111  0.012
C30 -0.308 -3.131 -0.044  -0.063
H25 1.268 -4.551 5.898  0.100
H26 0.098 -5.709 4.033  0.113
H27 2.730 -3.826 1.221  0.109
H28 3.885 -2.679 3.076  0.101
H29 1.819 -4.927 -2.038  0.112
H30 1.580 -2.940 -3.487  0.117
H31 -2.435 -0.034 0.768  0.104
H32 -2.494 -1.996 2.292  0.110
H33 -1.115 -3.987 1.759  0.103

Cartesian forces (eV/Å) of the 6 atoms listed first:
Fe -0.38 -0.22 0.33
C 0.02 0.00 0.00
C 0.03 0.02 0.01
C 0.14 0.00 -0.02
C 0.02 0.02 -0.01
C -0.05 -0.05 0.00

---

[5]
Below is a structure of composition C28H29BF7Ge2MgN2O3Te, with properties calculated with ωB97M-V/def2-TZVPD.

The gap between HOMO and LUMO (alpha / beta) comes out at 5.997 / 7.750 eV. For the molar mass, the calculation gives 882.474 g mol⁻¹. Its spin multiplicity is 2. The expectation value of S² is 0.77.

Last column: Löwdin charge in e.
Atoms and positions in Å:
Mg1 -0.655 0.011 1.256  0.645
O1 -0.064 -7.491 0.456  0.109
C1 -1.293 -6.988 0.172  -0.484
O2 -2.162 -7.729 -0.195  0.116
C2 -1.470 -5.519 0.323  -0.147
C3 -0.592 -4.694 1.027  -0.038
C4 -0.816 -3.337 1.107  -0.029
C5 -1.927 -2.734 0.490  -0.257
C6 -2.817 -3.576 -0.198  0.002
C7 -2.587 -4.935 -0.271  -0.005
N1 -2.045 -1.364 0.590  -0.019
C8 -3.152 -0.716 0.197  -0.098
C9 -3.215 0.693 0.248  -0.269
C10 -4.349 1.411 -0.201  -0.023
C11 -4.353 2.777 -0.139  -0.072
C12 -3.231 3.456 0.372  -0.071
C13 -2.158 2.705 0.789  -0.123
N2 -2.129 1.369 0.728  0.028
H1 0.547 -6.773 0.646  0.080
H2 0.259 -5.098 1.568  0.113
H3 -0.151 -2.720 1.703  0.084
H4 -3.685 -3.169 -0.697  0.100
H5 -3.275 -5.577 -0.804  0.124
H6 -4.030 -1.242 -0.160  0.112
H7 -5.200 0.865 -0.587  0.113
H8 -5.215 3.333 -0.482  0.106
H9 -3.203 4.532 0.445  0.097
H10 -1.268 3.166 1.203  0.113
F1 0.939 0.951 4.728  -0.376
Te1 1.465 -0.364 3.560  1.983
F2 -0.523 -0.686 3.145  -0.492
F3 3.156 -0.255 4.482  -0.501
F4 1.052 -1.685 4.822  -0.434
F5 0.604 1.195 2.168  -0.511
O3 1.107 -0.194 -0.282  -0.094
F6 -0.790 -0.030 -1.603  0.256
B1 0.517 -0.257 -1.501  -0.954
F7 1.160 -0.537 -2.626  0.260
C14 3.227 -2.981 2.339  -0.265
Ge1 3.633 -2.328 0.536  0.739
C15 2.617 -3.455 -0.708  -0.218
C16 5.572 -2.476 0.306  -0.235
Ge2 2.999 -0.050 -0.089  0.964
C17 3.162 1.521 1.018  -0.332
C18 3.849 1.516 2.225  -0.167
C19 3.847 2.633 3.054  -0.074
C20 3.172 3.777 2.669  -0.064
C21 2.494 3.803 1.455  -0.068
C22 2.478 2.681 0.647  -0.131
C23 3.776 0.345 -1.843  -0.287
C24 4.311 -0.677 -2.626  -0.127
C25 4.912 -0.411 -3.847  -0.072
C26 4.990 0.895 -4.309  -0.077
C27 4.475 1.926 -3.540  -0.073
C28 3.881 1.653 -2.315  -0.091
H11 3.663 -3.981 2.399  0.034
H12 2.158 -3.092 2.526  -0.012
H13 3.678 -2.381 3.129  0.002
H14 2.986 -4.481 -0.645  0.029
H15 2.686 -3.132 -1.745  0.015
H16 1.564 -3.455 -0.423  0.004
H17 5.861 -3.528 0.326  0.026
H18 6.078 -1.972 1.130  0.023
H19 5.918 -2.038 -0.628  0.007
H20 4.412 0.643 2.535  0.092
H21 4.362 2.590 4.005  0.114
H22 3.159 4.645 3.315  0.108
H23 1.956 4.692 1.153  0.108
H24 1.880 2.707 -0.258  0.107
H25 4.260 -1.708 -2.298  0.069
H26 5.318 -1.223 -4.436  0.107
H27 5.458 1.108 -5.262  0.105
H28 4.541 2.949 -3.887  0.106
H29 3.516 2.483 -1.725  0.086

Cartesian forces (eV/Å) of the 6 atoms listed first:
Mg -0.02 0.55 0.14
O -0.04 -0.02 0.01
C -0.02 -0.02 -0.02
O 0.00 -0.01 0.00
C 0.04 0.00 0.00
C -0.04 0.01 0.01

---

Q: Which formula does entry 5 have?
A: C28H29BF7Ge2MgN2O3Te